Model one:
ORCA calculation (the ωB97M-V functional and the def2-TZVPD basis) on C5H6O2 as an isolated structure.

## Properties
Gap between HOMO and LUMO in eV: 10.84

Geometry (Å):
C: -1.9238 0.0165 0.1150
C: 0.1572 -1.0972 -0.7123
C: -0.6701 -0.7928 0.5976
C: 0.0380 0.3312 -0.1117
C: 1.2920 1.1169 0.2266
O: -3.1002 0.0067 0.2910
O: -1.1755 0.8744 -0.5102
H: 1.2412 -1.3005 -0.6878
H: -0.2221 -1.4744 -1.6593
H: -0.4163 -1.4803 1.4674
H: 2.2280 0.6121 -0.0942
H: 1.3310 1.1263 1.3134
H: 1.2206 2.0611 -0.2354

Model two:
ORCA calculation (the ωB97M-V functional and the def2-TZVPD basis) on C5H6O2 as an isolated structure.

## Properties
Gap between HOMO and LUMO (alpha / beta) in eV: 8.20 / 8.20

Geometry (Å):
C: -0.2655 1.1634 -1.1460
C: 0.5647 0.2899 -0.2649
O: -0.0957 0.9333 1.5416
C: -0.5581 -0.0426 2.1293
O: -1.0913 -0.4118 3.1335
C: 0.2263 -1.0753 0.0266
C: 0.5885 -1.8377 -0.8957
H: -1.3064 0.8339 -1.1665
H: 0.1279 1.1736 -2.1684
H: -0.2231 2.1859 -0.7607
H: 1.6004 0.5876 -0.1153
H: -0.3502 -1.1099 1.2003
H: 0.7826 -2.6903 -1.5138

Model three:
ORCA calculation (the ωB97M-V functional and the def2-TZVPD basis) on a 2-piece molecular cluster, C5H6O2 overall.

## Properties
Gap between HOMO and LUMO in eV: 9.72
SMILES: C=C=CC.O=C=O

Geometry (Å):
C: -1.4322 -1.2622 -0.0310
C: -0.7133 -0.2336 0.7823
O: 1.4794 -0.7359 0.4691
C: 2.1715 -0.2037 -0.2943
O: 2.9881 0.1679 -1.0455
C: -0.5864 1.0095 0.3841
C: 0.1683 1.8631 -0.2745
H: -1.4716 -0.9779 -1.0863
H: -2.4415 -1.2423 0.3747
H: -1.0416 -2.2832 0.0633
H: -0.3410 -0.5426 1.7573
H: 1.0787 1.3892 -0.6242
H: 0.0683 2.9149 -0.5072

Model four:
ORCA calculation (the ωB97M-V functional and the def2-TZVPD basis) on C5H6O2 as an isolated structure.

## Properties
Gap between HOMO and LUMO in eV: 8.81

Geometry (Å):
O: 0.6822 -2.3659 -0.0091
C: 0.3390 -1.2115 -0.1064
C: -1.1157 -0.7946 -0.1368
C: -0.7766 1.1742 0.7085
C: 0.6074 1.2476 0.2620
O: 1.1856 2.3225 0.2803
C: 1.2798 -0.0375 -0.1942
H: -1.7758 -1.6035 0.2105
H: -1.4483 -0.4239 -1.1022
H: -1.2754 0.0112 0.8418
H: -1.4605 1.8060 0.1378
H: 2.2031 -0.2239 0.3575
H: 1.5551 0.0994 -1.2497

The winner here is model three, beating the second structure by 0.0106 hartree.

Model one:
ORCA calculation (the ωB97M-V functional and the def2-TZVPD basis) on a single C3H4S molecule.

## Properties
Gap between HOMO and LUMO in eV: 9.80
SMILES: C#CCS

Geometry (Å):
C: 0.8062 -0.1315 0.0732
C: 0.3894 0.7379 1.1328
C: -0.5550 0.9910 1.9636
H: -1.5336 -0.8788 -0.6697
H: 1.4866 0.5807 -0.5273
H: 1.4491 -0.7487 0.8380
H: -1.0962 1.7511 2.7123
S: -0.2593 -0.6431 -1.3357

Model two:
ORCA calculation (the ωB97M-V functional and the def2-TZVPD basis) on a single C3H4S molecule.

## Properties
Gap between HOMO and LUMO in eV: 7.82

Geometry (Å):
C: 1.1190 0.5590 -0.3944
C: -1.0742 1.2060 0.0039
C: 0.5238 -0.8995 -0.1868
S: -1.2556 -0.4585 0.0088
H: 1.4217 1.0327 0.6109
H: -2.0910 1.6080 0.2222
H: 0.5575 -1.6744 -1.0300
H: 0.7988 -1.3733 0.7654

The winner here is model one, beating the second structure by 0.1049 hartree.

Model one:
ORCA calculation (the ωB97M-V functional and the def2-TZVPD basis) on a 12-piece molecular cluster, C48H132N12O12 overall.

## Properties
Gap between HOMO and LUMO in eV: 9.37
SMILES: COC[C@H](C)N.COC[C@H](C)N.COC[C@H](C)N.COC[C@H](C)N.COC[C@H](C)N.COC[C@H](C)N.COC[C@H](C)N.COC[C@H](C)N.COC[C@H](C)N.COC[C@H](C)N.COC[C@H](C)N.COC[C@H](C)N

Geometry (Å):
C: -7.5272 10.1125 -3.0761
C: -7.3796 11.3174 -4.1028
C: -7.2923 10.8002 -5.5504
O: -8.6236 10.5738 -6.0448
C: -8.5959 9.8854 -7.2633
N: -8.5664 12.0818 -3.8063
H: -8.3822 9.5354 -3.4283
H: -7.9230 10.3064 -2.0792
H: -6.7004 9.4070 -2.9935
H: -6.4890 11.8633 -3.7915
H: -6.5535 9.9988 -5.5430
H: -6.7110 11.5788 -6.0443
H: -9.6052 9.9135 -7.6739
H: -8.2697 8.8505 -7.1608
H: -8.0460 10.5510 -7.9286
H: -9.2635 11.4661 -4.2002
H: -8.5552 12.8586 -4.4517
C: -11.2312 23.6479 -11.5339
C: -12.3342 24.6087 -11.6693
C: -12.1476 25.6665 -12.8348
O: -11.1012 26.6504 -12.3762
C: -10.9041 27.7013 -13.3821
N: -13.5516 23.8298 -11.7726
H: -11.4565 22.8901 -10.7834
H: -10.3211 24.1027 -11.1427
H: -10.8943 23.0035 -12.3459
H: -12.5877 25.1280 -10.7450
H: -13.1293 26.0967 -13.0328
H: -11.7788 25.2013 -13.7490
H: -10.5061 27.3520 -14.3348
H: -10.1224 28.1998 -12.8089
H: -11.6719 28.4688 -13.4799
H: -13.8613 23.4807 -10.8769
H: -14.3200 24.4272 -12.0424
C: -14.5252 9.0480 -3.8030
C: -14.6194 7.8498 -2.8435
C: -13.3157 6.9766 -2.6577
O: -12.6697 6.6949 -3.8758
C: -11.7690 5.7085 -3.6472
N: -15.2903 8.2761 -1.6821
H: -15.3943 9.7055 -3.7828
H: -14.5296 8.6480 -4.8170
H: -13.6184 9.6255 -3.6233
H: -15.4030 7.2533 -3.3107
H: -13.6629 6.0657 -2.1699
H: -12.6242 7.4926 -1.9917
H: -11.7469 5.1701 -4.5947
H: -11.9813 4.9628 -2.8811
H: -10.7638 6.0779 -3.4444
H: -15.7450 9.1247 -1.9874
H: -14.6306 8.5662 -0.9744
C: -12.3194 16.7573 1.8772
C: -12.6508 15.7441 0.8232
C: -12.6673 16.3393 -0.6361
O: -13.3954 15.3353 -1.3824
C: -13.6262 15.7476 -2.7988
N: -11.6594 14.6597 0.8694
H: -11.2775 17.0778 1.8724
H: -12.5327 16.2873 2.8373
H: -13.0436 17.5719 1.8760
H: -13.6372 15.2976 0.9484
H: -11.6990 16.5781 -1.0758
H: -13.3236 17.2057 -0.5538
H: -14.2420 16.6458 -2.8454
H: -14.1143 14.8620 -3.2056
H: -12.7610 15.8832 -3.4478
H: -10.7430 15.0811 0.8175
H: -11.6906 14.1326 0.0084
C: -23.8844 19.4958 -19.4406
C: -22.9404 18.8728 -20.5637
C: -22.4976 19.9126 -21.6183
O: -21.6898 19.3716 -22.6441
C: -22.3971 18.6387 -23.6394
N: -21.9060 18.3188 -19.7648
H: -23.4173 20.1922 -18.7442
H: -24.4451 18.7439 -18.8852
H: -24.6266 20.1118 -19.9484
H: -23.4538 18.0281 -21.0229
H: -21.7623 20.6007 -21.2015
H: -23.4187 20.4423 -21.8616
H: -23.2034 19.1654 -24.1498
H: -22.8091 17.7697 -23.1264
H: -21.6728 18.2096 -24.3318
H: -22.2413 17.8516 -18.9344
H: -21.3392 17.6894 -20.3149
C: -28.7812 7.9748 -7.7583
C: -27.9650 7.3111 -8.8687
C: -27.7581 8.3286 -9.9645
O: -27.1385 9.5299 -9.5069
C: -26.7965 10.4492 -10.5240
N: -26.6500 6.8310 -8.3872
H: -29.0917 7.2800 -6.9779
H: -29.6936 8.3246 -8.2412
H: -28.2070 8.7944 -7.3263
H: -28.4432 6.4377 -9.3121
H: -28.7239 8.5717 -10.4075
H: -27.1487 7.8801 -10.7491
H: -27.6493 10.6977 -11.1559
H: -26.0266 10.0998 -11.2119
H: -26.4772 11.4115 -10.1239
H: -26.8095 6.3670 -7.5045
H: -26.0407 7.6222 -8.2360
C: -19.0866 15.3778 -10.7126
C: -18.0517 16.5347 -10.6717
C: -16.5492 16.0843 -10.8339
O: -16.3434 15.1190 -9.7594
C: -15.1604 14.4205 -10.0418
N: -18.2406 17.6578 -11.6884
H: -18.7978 14.6225 -9.9817
H: -19.1462 15.0711 -11.7569
H: -20.0825 15.7845 -10.5367
H: -18.1755 16.8256 -9.6286
H: -15.9357 16.9453 -10.5684
H: -16.2649 15.6642 -11.7987
H: -14.8226 13.8305 -9.1899
H: -14.3044 14.9967 -10.3930
H: -15.2428 13.8544 -10.9696
H: -17.3482 18.0551 -11.9449
H: -18.5783 17.3354 -12.5840
C: -23.1597 23.4772 -9.5847
C: -22.4762 22.2197 -10.2094
C: -23.2670 21.7745 -11.4914
O: -24.5202 21.1509 -11.2517
C: -24.5278 19.8187 -10.8418
N: -21.0326 22.4830 -10.4661
H: -24.2357 23.4022 -9.4276
H: -23.1091 24.4302 -10.1113
H: -22.8055 23.7206 -8.5830
H: -22.5686 21.4069 -9.4891
H: -22.7612 21.0453 -12.1242
H: -23.2870 22.6893 -12.0838
H: -25.5042 19.3617 -10.6805
H: -23.9646 19.8258 -9.9086
H: -23.9604 19.1542 -11.4934
H: -20.6071 22.3365 -9.5619
H: -20.8096 21.6350 -10.9674
C: -16.7645 22.4599 -18.9396
C: -16.7242 22.9480 -17.5093
C: -18.1910 23.5774 -17.2192
O: -18.5533 24.5186 -18.1951
C: -19.9449 24.8790 -18.2573
N: -16.3658 21.8242 -16.6266
H: -17.5234 21.6811 -19.0142
H: -15.7970 22.0338 -19.2052
H: -16.9221 23.1352 -19.7806
H: -16.0891 23.8223 -17.3661
H: -18.2509 24.0841 -16.2560
H: -18.8641 22.7209 -17.2558
H: -20.0900 25.7788 -18.8552
H: -20.3923 24.9772 -17.2682
H: -20.5179 24.0297 -18.6293
H: -15.4206 21.5700 -16.8760
H: -16.2258 22.3791 -15.7944
C: -16.5843 13.9492 -17.3523
C: -15.3469 14.3542 -18.1428
C: -15.6783 14.9727 -19.5549
O: -16.6388 14.1594 -20.2133
C: -16.6737 14.4269 -21.6278
N: -14.6364 15.3852 -17.2639
H: -17.1369 14.8477 -17.0779
H: -16.2250 13.3747 -16.4984
H: -17.1897 13.1559 -17.7907
H: -14.7033 13.5092 -18.3874
H: -14.6960 15.1034 -20.0089
H: -15.9968 16.0140 -19.5076
H: -15.8118 14.2821 -22.2791
H: -16.8141 15.4930 -21.8057
H: -17.5317 13.8988 -22.0438
H: -13.6615 15.3552 -17.5262
H: -14.9623 16.2577 -17.6545
C: -7.5101 14.5020 -14.3634
C: -6.7290 15.4013 -15.3157
C: -5.2431 14.9980 -15.4769
O: -4.6120 15.8525 -16.4192
C: -3.3300 15.5251 -16.9991
N: -7.4630 15.4196 -16.5894
H: -7.0594 14.4117 -13.3750
H: -7.6354 13.4636 -14.6698
H: -8.5038 14.9391 -14.2651
H: -6.6274 16.3862 -14.8599
H: -5.0239 14.0032 -15.8645
H: -4.7409 15.1919 -14.5291
H: -2.6328 15.1127 -16.2697
H: -3.0171 16.4778 -17.4265
H: -3.4533 14.7078 -17.7096
H: -8.2134 16.0839 -16.7152
H: -6.8906 15.5866 -17.4046
C: -21.0931 8.5431 -6.2022
C: -21.3502 9.8663 -6.9963
C: -21.2272 9.6237 -8.5218
O: -19.8863 9.4859 -8.9123
C: -19.6834 9.4477 -10.2808
N: -22.6762 10.3285 -6.6042
H: -20.1260 8.0411 -6.2328
H: -21.7042 7.7623 -6.6549
H: -21.2863 8.6581 -5.1356
H: -20.7139 10.6749 -6.6366
H: -21.7398 10.4625 -8.9927
H: -21.6269 8.6698 -8.8660
H: -19.5878 10.5176 -10.4659
H: -20.5125 9.0850 -10.8885
H: -18.7456 8.9617 -10.5500
H: -22.8830 9.8038 -5.7663
H: -23.4755 10.2261 -7.2131

Model two:
ORCA calculation (the ωB97M-V functional and the def2-TZVPD basis) on a 12-piece molecular cluster, C48H132N12O12 overall.

## Properties
Gap between HOMO and LUMO in eV: 9.12
SMILES: COC[C@H](C)N.COC[C@H](C)N.COC[C@H](C)N.COC[C@H](C)N.COC[C@H](C)N.COC[C@H](C)N.COC[C@H](C)N.COC[C@H](C)N.COC[C@H](C)N.COC[C@H](C)N.COC[C@H](C)N.COC[C@H](C)N

Geometry (Å):
C: 0.7790 -2.2535 -5.5308
C: 1.4242 -3.5626 -4.9401
C: 2.1550 -3.3002 -3.5850
O: 3.2386 -2.3583 -3.7101
C: 4.3159 -2.8100 -4.5099
N: 0.2969 -4.4257 -4.7891
H: 0.3744 -2.4141 -6.5302
H: 1.4840 -1.4288 -5.6465
H: 0.0082 -1.8782 -4.8575
H: 2.0658 -3.9894 -5.7130
H: 2.5813 -4.1329 -3.0224
H: 1.4910 -2.7793 -2.8948
H: 4.9447 -1.9850 -4.8448
H: 3.9891 -3.3336 -5.4086
H: 4.9819 -3.4747 -3.9563
H: -0.1302 -4.6238 -5.6846
H: 0.5380 -5.3597 -4.4788
C: 4.6576 -4.1614 -0.6739
C: 4.8126 -2.6155 -0.5038
C: 5.9600 -1.9719 -1.3253
O: 7.2199 -2.0837 -0.6872
C: 8.1712 -1.1773 -1.2021
N: 3.6089 -1.9390 -0.8882
H: 3.6893 -4.4415 -0.2564
H: 5.3868 -4.8428 -0.2342
H: 4.6400 -4.4230 -1.7337
H: 4.9486 -2.4339 0.5631
H: 5.7299 -0.9086 -1.4265
H: 5.9475 -2.2977 -2.3680
H: 7.8714 -0.1338 -1.3102
H: 8.6405 -1.5850 -2.0999
H: 9.0278 -1.1180 -0.5283
H: 3.3105 -2.0783 -1.8486
H: 2.8325 -2.3022 -0.3492
C: 4.0906 1.3615 -5.0864
C: 4.5967 0.9115 -3.7146
C: 5.4869 1.9658 -3.0477
O: 6.3872 2.5802 -3.9562
C: 7.2047 3.5230 -3.2749
N: 3.4653 0.4808 -2.8929
H: 3.3691 0.6479 -5.4877
H: 4.8901 1.3288 -5.8268
H: 3.6373 2.3477 -4.9885
H: 5.3040 0.0868 -3.8428
H: 6.0652 1.4158 -2.3017
H: 4.8509 2.6947 -2.5398
H: 6.7784 4.5235 -3.3612
H: 8.1451 3.4759 -3.8254
H: 7.4703 3.3509 -2.2309
H: 3.1964 -0.4377 -3.2288
H: 3.7098 0.2431 -1.9387
C: 0.9708 4.3947 0.3754
C: 0.7329 5.1116 1.6847
C: 0.5111 4.0662 2.7955
O: -0.8806 3.8024 2.8717
C: -1.2280 3.0092 4.0167
N: 1.8091 6.1209 1.9326
H: 0.2027 3.6407 0.2043
H: 1.9433 3.9004 0.3539
H: 1.0230 5.0973 -0.4579
H: -0.2137 5.6537 1.6340
H: 0.9867 4.4421 3.7056
H: 1.0819 3.1490 2.6317
H: -2.2956 2.8302 3.8872
H: -1.1664 3.5297 4.9741
H: -0.6733 2.0734 4.0942
H: 1.8156 6.7302 1.1252
H: 1.4322 6.6692 2.6954
C: -1.1707 7.1468 -2.8604
C: -2.5591 6.7751 -2.3403
C: -2.4975 5.5921 -1.3523
O: -1.8929 4.4518 -1.9909
C: -2.6141 3.6929 -2.9827
N: -2.9887 8.0390 -1.7225
H: -0.6044 6.3549 -3.3500
H: -0.5391 7.5119 -2.0492
H: -1.2420 8.0021 -3.5340
H: -3.2531 6.5281 -3.1463
H: -3.5030 5.4252 -0.9607
H: -1.8633 5.8914 -0.5179
H: -2.9525 4.3704 -3.7687
H: -3.4664 3.1402 -2.5844
H: -1.9911 2.9556 -3.4869
H: -3.9935 8.0325 -1.5984
H: -2.8283 8.7418 -2.4319
C: 0.4792 2.0575 9.0547
C: -0.9570 2.0501 8.5886
C: -1.4496 0.7928 7.8967
O: -0.8507 0.6963 6.6118
C: -1.2883 -0.3675 5.7713
N: -1.7485 2.2384 9.8009
H: 0.9002 1.1382 9.4634
H: 0.6637 2.8848 9.7400
H: 1.1485 2.2736 8.2183
H: -1.1624 2.9583 8.0208
H: -2.5309 0.8720 7.7608
H: -1.2748 -0.1697 8.3836
H: -2.2769 -0.0586 5.4249
H: -1.5120 -1.2488 6.3766
H: -0.5927 -0.6027 4.9679
H: -1.5000 1.4471 10.3817
H: -1.3328 3.0587 10.2201
C: -3.4058 0.6214 -5.0426
C: -4.7316 1.1533 -5.6411
C: -4.8574 1.0141 -7.1941
O: -6.0425 1.5514 -7.7849
C: -5.9275 2.9469 -7.9863
N: -5.8321 0.5606 -4.9494
H: -3.2816 -0.4397 -5.2652
H: -3.4674 0.7324 -3.9597
H: -2.5268 1.1794 -5.3661
H: -4.6136 2.2199 -5.4344
H: -4.9022 -0.0745 -7.2582
H: -3.9200 1.3914 -7.6064
H: -4.9599 3.2754 -8.3654
H: -6.1497 3.4990 -7.0698
H: -6.7956 3.2032 -8.5941
H: -6.6334 0.7660 -5.5378
H: -5.8625 -0.4428 -5.0956
C: -0.7461 -4.0430 5.4471
C: -1.6745 -3.8255 4.1986
C: -1.2995 -4.6560 2.9689
O: 0.0521 -4.3819 2.5900
C: 0.5768 -5.2830 1.5850
N: -3.0480 -4.1047 4.6051
H: -1.0627 -3.4643 6.3138
H: 0.2632 -3.7308 5.1700
H: -0.5341 -5.0741 5.7355
H: -1.5277 -2.7679 3.9740
H: -1.9704 -4.4601 2.1305
H: -1.4455 -5.6987 3.2625
H: 0.1057 -4.9884 0.6456
H: 0.3893 -6.3312 1.8179
H: 1.6422 -5.0642 1.5237
H: -3.1110 -5.0206 5.0288
H: -3.3322 -3.4374 5.3088
C: -3.9172 -1.0925 2.9858
C: -4.9511 -0.0487 2.5666
C: -4.2683 1.1233 1.8389
O: -3.6438 0.6255 0.6335
C: -3.0433 1.6255 -0.1100
N: -6.0990 -0.5331 1.8121
H: -3.0868 -0.5696 3.4587
H: -3.5048 -1.5828 2.1022
H: -4.4218 -1.8605 3.5712
H: -5.2293 0.4882 3.4775
H: -3.5055 1.5283 2.5075
H: -4.9871 1.9105 1.6028
H: -3.7015 2.4672 -0.3412
H: -2.8880 1.2511 -1.1233
H: -2.0829 1.9641 0.2821
H: -5.6720 -1.2090 1.1920
H: -6.4214 0.2161 1.2141
C: -3.1365 -4.4796 -2.9564
C: -2.4332 -3.0645 -2.9520
C: -3.1700 -2.0710 -2.0859
O: -4.5077 -1.9882 -2.5021
C: -5.2484 -1.0733 -1.7194
N: -1.0717 -3.2903 -2.5996
H: -2.5748 -5.1816 -3.5721
H: -4.1398 -4.3763 -3.3694
H: -3.2332 -4.8007 -1.9189
H: -2.5536 -2.6933 -3.9749
H: -2.6991 -1.0991 -2.2512
H: -3.1027 -2.3971 -1.0449
H: -5.2143 -1.3241 -0.6590
H: -6.2458 -0.9936 -2.1482
H: -4.7665 -0.0936 -1.7580
H: -0.5232 -2.4532 -2.7576
H: -0.6738 -3.9074 -3.3061
C: 1.0030 -0.7086 1.6135
C: 0.0561 -0.8250 0.3717
C: 0.4301 0.2690 -0.6939
O: -0.5714 0.1521 -1.7088
C: -0.1952 0.9045 -2.8501
N: 0.3236 -2.1943 -0.0532
H: 1.0411 0.2893 2.0573
H: 2.0164 -1.0390 1.3877
H: 0.6269 -1.2207 2.5015
H: -0.9722 -0.7684 0.7339
H: 1.4731 0.0577 -0.9293
H: 0.2846 1.2119 -0.1637
H: -0.0838 1.9614 -2.5985
H: -0.8833 0.8619 -3.6956
H: 0.7487 0.6190 -3.3183
H: -0.4797 -2.4902 -0.5945
H: 0.3671 -2.8278 0.7329
C: 3.0628 -3.4519 3.5108
C: 3.5044 -2.3985 4.5036
C: 2.4827 -1.9968 5.5649
O: 3.2271 -1.0298 6.3820
C: 2.4241 -0.2126 7.1925
N: 4.7633 -2.8811 5.1353
H: 2.3275 -2.9912 2.8502
H: 2.6127 -4.2909 4.0456
H: 3.8593 -3.9178 2.9312
H: 3.7227 -1.5111 3.9078
H: 2.1248 -2.7844 6.2293
H: 1.6906 -1.3666 5.1552
H: 2.9942 0.2438 7.9995
H: 1.5413 -0.7735 7.5059
H: 2.0594 0.5264 6.4748
H: 4.8198 -2.2880 5.9562
H: 4.5004 -3.7418 5.6041

The winner here is model two, beating the second structure by 0.2058 hartree.